1.
The following is a quantum chemistry calculation of a cluster of 7 separate species, C24H53F2NO16 in total at a distorted geometry, from the Open Molecules 2025 dataset.

Geometry (Å):
N (-1.284, -0.727, -0.020)
H (-1.323, -0.471, -1.053)
H (-2.102, -0.385, 0.293)
H (-0.468, -0.263, 0.422)
H (-1.108, -1.688, 0.086)
O (0.729, 0.828, -1.455)
H (1.179, 0.363, -1.932)
C (3.768, 3.732, 0.623)
C (3.403, 3.199, -0.769)
O (4.585, 2.488, -1.210)
C (5.466, 2.525, -0.203)
O (6.694, 2.083, -0.262)
O (5.057, 3.243, 0.808)
F (3.189, 4.252, -1.644)
H (2.976, 3.205, 1.288)
H (3.728, 4.823, 0.597)
H (2.408, 2.377, -0.790)
C (0.518, 3.299, -3.974)
C (-0.657, 2.446, -3.966)
O (-0.655, 1.746, -5.179)
C (0.206, 2.242, -6.009)
O (0.441, 1.909, -7.138)
O (0.897, 3.230, -5.347)
F (-1.809, 3.141, -3.690)
H (1.177, 2.762, -3.407)
H (0.530, 4.251, -3.661)
H (-0.526, 1.900, -3.004)
C (-1.462, -4.611, 0.218)
O (-1.001, -3.785, -0.851)
C (-1.385, -4.352, -2.109)
C (-1.166, -3.278, -3.128)
O (-1.836, -2.315, -2.821)
C (-1.709, -1.164, -3.682)
C (-3.093, -0.495, -3.739)
O (-3.286, 0.085, -2.479)
C (-4.128, 1.175, -2.311)
H (-0.958, -5.829, 0.019)
H (-2.614, -4.712, 0.137)
H (-1.167, -4.326, 1.230)
H (-2.321, -4.589, -1.939)
H (-0.655, -5.187, -2.137)
H (-1.357, -3.663, -4.088)
H (-0.166, -3.080, -3.068)
H (-1.561, -1.452, -4.483)
H (-0.901, -0.379, -3.114)
H (-3.732, -1.333, -3.939)
H (-3.000, 0.174, -4.426)
H (-3.844, 1.873, -3.045)
H (-3.902, 1.530, -1.189)
H (-5.128, 0.832, -2.649)
C (-1.827, 3.015, -0.317)
O (-2.318, 2.031, 0.584)
C (-1.873, 2.303, 1.878)
C (-2.603, 1.551, 2.969)
O (-2.344, 0.406, 2.731)
C (-2.908, -0.511, 3.619)
C (-2.595, -1.941, 3.271)
O (-2.828, -2.296, 1.996)
C (-4.205, -2.694, 1.724)
H (-1.573, 2.682, -1.414)
H (-0.969, 3.477, -0.137)
H (-2.277, 3.911, -0.340)
H (-2.125, 3.282, 2.214)
H (-0.789, 1.795, 1.934)
H (-3.592, 1.626, 2.802)
H (-2.407, 1.913, 3.997)
H (-4.056, -0.360, 3.752)
H (-2.553, -0.234, 4.601)
H (-3.075, -2.718, 3.801)
H (-1.604, -1.908, 3.322)
H (-4.741, -1.745, 1.823)
H (-4.574, -3.420, 2.474)
H (-4.275, -2.902, 0.671)
C (3.364, -0.375, 6.514)
O (3.058, -0.249, 5.019)
C (3.986, 0.636, 4.349)
C (3.449, 0.853, 2.904)
O (3.373, -0.248, 2.308)
C (2.974, 0.001, 0.875)
C (2.481, -1.244, 0.147)
O (3.539, -2.243, 0.444)
C (3.454, -3.417, -0.314)
H (2.982, 0.393, 7.127)
H (4.254, -0.503, 6.601)
H (2.770, -1.093, 6.820)
H (4.991, 0.477, 4.407)
H (3.806, 1.433, 4.890)
H (4.195, 1.502, 2.551)
H (2.485, 1.454, 2.875)
H (3.834, 0.390, 0.363)
H (2.232, 0.813, 0.594)
H (2.622, -1.037, -0.842)
H (1.444, -1.299, 0.212)
H (2.417, -3.746, -0.516)
H (3.761, -4.094, 0.252)
H (3.993, -3.298, -1.347)

The calculation puts the largest force on an atom at 17.37 eV Å⁻¹. The value obtained for the HOMO-LUMO gap is 0.3136 Eh. The energy above the lowest of the compared OMol25 structures with the same formula, charge and spin is 4.948 eV. For the lowest unoccupied orbital energy, the calculation gives 0.26 eV. For the total energy, the calculation gives -65410.16682 eV.

The net atomic charges from Mulliken, expressed in e, are: atom 1 (N): 1.092, atom 2 (H): -0.569, atom 3 (H): 0.395, atom 4 (H): -0.267, atom 5 (H): 0.196, atom 6 (O): -0.747, atom 7 (H): 0.032, atom 8 (C): -0.011, atom 9 (C): 0.912, atom 10 (O): -0.318, atom 11 (C): 0.709, atom 12 (O): -0.662, atom 13 (O): -0.330, atom 14 (F): -0.353, atom 15 (H): 0.015, atom 16 (H): 0.355, atom 17 (H): -0.330, atom 18 (C): -1.092, atom 19 (C): 2.467, atom 20 (O): -0.334, atom 21 (C): 0.626, atom 22 (O): -0.564, atom 23 (O): -0.421, atom 24 (F): -0.355, atom 25 (H): 0.372, atom 26 (H): 0.462, atom 27 (H): -1.140, atom 28 (C): -0.826, atom 29 (O): -0.103, atom 30 (C): -0.939, atom 31 (C): -0.980, atom 32 (O): 0.025, atom 33 (C): -1.699, atom 34 (C): -1.362, atom 35 (O): 0.072, atom 36 (C): -0.719, atom 37 (H): 0.247, atom 38 (H): 0.270, atom 39 (H): 0.247, atom 40 (H): 0.567, atom 41 (H): 0.339, atom 42 (H): 0.482, atom 43 (H): 0.514, atom 44 (H): 1.965, atom 45 (H): -0.191, atom 46 (H): 0.285, atom 47 (H): 1.086, atom 48 (H): 0.393, atom 49 (H): -0.017, atom 50 (H): 0.261, atom 51 (C): -1.755, atom 52 (O): -0.185, atom 53 (C): -0.182, atom 54 (C): -1.031, atom 55 (O): -0.078, atom 56 (C): -0.705, atom 57 (C): -1.146, atom 58 (O): 0.148, atom 59 (C): -1.046, atom 60 (H): 0.278, atom 61 (H): 0.747, atom 62 (H): 0.694, atom 63 (H): 0.525, atom 64 (H): -0.066, atom 65 (H): 0.555, atom 66 (H): 0.421, atom 67 (H): 0.386, atom 68 (H): 0.468, atom 69 (H): 0.542, atom 70 (H): 0.439, atom 71 (H): 0.400, atom 72 (H): 0.299, atom 73 (H): 0.260, atom 74 (C): -1.146, atom 75 (O): -0.339, atom 76 (C): -1.328, atom 77 (C): 0.425, atom 78 (O): -0.317, atom 79 (C): 0.536, atom 80 (C): -0.589, atom 81 (O): -0.409, atom 82 (C): -0.685, atom 83 (H): 0.370, atom 84 (H): 0.499, atom 85 (H): 0.335, atom 86 (H): 0.522, atom 87 (H): 0.610, atom 88 (H): 0.079, atom 89 (H): 0.047, atom 90 (H): 0.118, atom 91 (H): -0.177, atom 92 (H): 0.505, atom 93 (H): 0.126, atom 94 (H): 0.071, atom 95 (H): 0.491, atom 96 (H): 0.235

2.
The following is a quantum chemistry calculation of a cluster of 5 separate species, C24H53FN2O7P in total at a distorted geometry, from the Open Molecules 2025 dataset.

Geometry (Å):
C (4.393, 7.422, -1.492)
C (4.654, 5.853, -1.572)
C (3.449, 5.004, -0.959)
C (2.615, 4.402, -2.187)
C (1.867, 5.661, -2.859)
C (1.474, 3.454, -1.689)
C (1.243, 2.102, -2.273)
C (0.103, 1.338, -1.736)
P (-0.272, -0.339, -2.418)
O (1.056, -0.970, -2.724)
O (-1.054, -1.378, -1.380)
O (-1.036, -0.237, -3.894)
C (-0.692, 2.036, -0.650)
C (-1.948, 1.311, -0.027)
C (-3.077, 2.451, 0.124)
C (-4.516, 1.905, -0.260)
F (-5.151, 1.353, 0.871)
N (-0.399, 3.250, -0.165)
N (0.624, 3.863, -0.713)
H (3.968, 7.746, -0.507)
H (3.736, 7.789, -2.320)
H (5.390, 7.925, -1.595)
H (5.562, 5.649, -0.937)
H (4.830, 5.612, -2.655)
H (2.801, 5.728, -0.382)
H (3.798, 4.184, -0.278)
H (3.266, 3.861, -2.920)
H (1.504, 6.337, -2.038)
H (0.954, 5.245, -3.378)
H (2.522, 6.186, -3.596)
H (1.875, 1.690, -3.099)
H (-0.438, -1.986, -0.899)
H (-0.895, -1.138, -4.265)
H (-2.388, 0.553, -0.717)
H (-1.704, 0.930, 0.994)
H (-2.884, 3.295, -0.598)
H (-3.096, 2.872, 1.168)
H (-5.100, 2.773, -0.676)
H (-4.445, 1.151, -1.095)
H (0.828, 4.801, -0.338)
C (-2.486, -5.671, -0.093)
C (-3.763, -4.845, -0.091)
C (-4.317, -4.677, -1.497)
O (-3.498, -3.561, 0.472)
H (-1.707, -5.181, -0.686)
H (-2.094, -5.774, 0.921)
H (-2.660, -6.668, -0.503)
H (-4.510, -5.328, 0.543)
H (-3.599, -4.154, -2.137)
H (-5.227, -4.074, -1.481)
H (-4.547, -5.644, -1.949)
H (-2.838, -3.126, -0.082)
C (2.650, -2.744, 2.902)
C (2.328, -3.027, 1.444)
C (3.115, -2.126, 0.515)
O (0.930, -2.829, 1.218)
H (2.393, -1.712, 3.164)
H (2.065, -3.392, 3.557)
H (3.710, -2.901, 3.109)
H (2.550, -4.072, 1.216)
H (2.869, -1.074, 0.695)
H (2.859, -2.338, -0.526)
H (4.191, -2.258, 0.645)
H (0.723, -1.907, 1.417)
C (-6.827, -7.120, 2.420)
C (-7.802, -6.645, 1.353)
C (-7.816, -5.127, 1.254)
O (-9.112, -7.114, 1.662)
H (-7.112, -6.739, 3.405)
H (-6.835, -8.210, 2.487)
H (-5.809, -6.791, 2.200)
H (-7.526, -7.073, 0.386)
H (-8.134, -4.677, 2.199)
H (-8.527, -4.799, 0.492)
H (-6.827, -4.738, 0.999)
H (-9.367, -6.742, 2.515)
C (6.280, 2.193, 2.869)
C (6.125, 2.886, 1.525)
C (7.477, 3.185, 0.896)
O (5.400, 4.107, 1.699)
H (6.826, 2.827, 3.573)
H (5.302, 1.994, 3.313)
H (6.815, 1.247, 2.765)
H (5.538, 2.256, 0.851)
H (8.063, 3.853, 1.534)
H (7.351, 3.692, -0.063)
H (8.048, 2.268, 0.734)
H (5.909, 4.673, 2.293)

Its total charge is +1. The calculation puts the largest force on an atom at 5.13 eV Å⁻¹. The value obtained for the HOMO-LUMO gap is 0.2205 Eh. For the lowest unoccupied orbital energy, the calculation gives -5.26 eV. For the total energy, the calculation gives -55059.72788 eV.

The net atomic charges from Mulliken, expressed in e, are: atom 1 (C): -1.191, atom 2 (C): -0.259, atom 3 (C): -0.332, atom 4 (C): -0.183, atom 5 (C): -1.230, atom 6 (C): 0.099, atom 7 (C): -0.482, atom 8 (C): 0.145, atom 9 (P): 0.854, atom 10 (O): -0.713, atom 11 (O): -0.235, atom 12 (O): -0.546, atom 13 (C): 0.293, atom 14 (C): -0.057, atom 15 (C): -0.642, atom 16 (C): -0.325, atom 17 (F): -0.299, atom 18 (N): -1.155, atom 19 (N): 0.624, atom 20 (H): 0.317, atom 21 (H): 0.250, atom 22 (H): 0.384, atom 23 (H): 0.151, atom 24 (H): 0.318, atom 25 (H): 0.271, atom 26 (H): 0.134, atom 27 (H): 0.547, atom 28 (H): 0.310, atom 29 (H): 0.419, atom 30 (H): 0.301, atom 31 (H): 0.465, atom 32 (H): 0.314, atom 33 (H): 0.364, atom 34 (H): 0.163, atom 35 (H): 0.273, atom 36 (H): 0.394, atom 37 (H): 0.301, atom 38 (H): 0.286, atom 39 (H): 0.265, atom 40 (H): 0.353, atom 41 (C): -1.396, atom 42 (C): 0.998, atom 43 (C): -1.227, atom 44 (O): -0.495, atom 45 (H): 0.307, atom 46 (H): 0.338, atom 47 (H): 0.382, atom 48 (H): -0.209, atom 49 (H): 0.316, atom 50 (H): 0.322, atom 51 (H): 0.388, atom 52 (H): 0.282, atom 53 (C): -1.271, atom 54 (C): 0.347, atom 55 (C): -1.141, atom 56 (O): -0.470, atom 57 (H): 0.313, atom 58 (H): 0.323, atom 59 (H): 0.394, atom 60 (H): 0.289, atom 61 (H): 0.222, atom 62 (H): 0.287, atom 63 (H): 0.421, atom 64 (H): 0.287, atom 65 (C): -1.109, atom 66 (C): 0.322, atom 67 (C): -0.983, atom 68 (O): -0.557, atom 69 (H): 0.303, atom 70 (H): 0.329, atom 71 (H): 0.272, atom 72 (H): 0.263, atom 73 (H): 0.332, atom 74 (H): 0.312, atom 75 (H): 0.156, atom 76 (H): 0.358, atom 77 (C): -1.402, atom 78 (C): 0.616, atom 79 (C): -1.284, atom 80 (O): -0.532, atom 81 (H): 0.363, atom 82 (H): 0.339, atom 83 (H): 0.374, atom 84 (H): 0.225, atom 85 (H): 0.326, atom 86 (H): 0.287, atom 87 (H): 0.402, atom 88 (H): 0.339